1.
Computed, not measured: a single C2H8OS4Si molecule at a distorted geometry, with the ωB97M-V functional and the def2-TZVPD basis.

The geometry in XYZ format:
```
16
Properties=species:S:1:pos:R:3:forces:R:3:mulliken_charge:R:1
C -1.184557 -0.035995 0.400249 0.9 3.6 2.2 -0.623
C -0.649831 0.913368 -0.616833 2.0 0.3 1.5 -0.094
O 0.676083 0.452997 -0.828249 2.8 -0.2 -0.5 -0.121
Si 2.104505 0.064204 -0.172189 -0.7 0.2 -1.0 0.356
S 0.585987 -2.772070 -0.909371 -0.1 -1.0 1.3 -0.277
S 0.875888 -0.383106 3.312152 0.0 -0.3 0.5 -0.325
S 2.021571 -2.044979 0.617868 0.0 -0.8 -1.1 0.018
S 1.694843 -2.076307 2.770085 -0.3 0.8 -0.5 0.035
H -1.286742 -0.941572 -0.019276 -0.4 -3.3 -1.1 0.304
H -0.485203 -0.016134 1.294757 -0.8 -0.3 -1.1 -0.164
H -2.099339 0.347747 0.756305 -1.4 0.1 0.6 0.414
H -0.560694 1.978812 -0.273901 -0.6 -0.9 -0.5 0.201
H -0.964367 0.768203 -1.604647 -1.8 0.5 -1.2 0.236
H 2.439551 0.757755 1.031962 0.3 0.4 0.6 -0.059
H 3.156176 0.203877 -1.269128 -0.7 -0.5 0.7 -0.110
H 0.216878 -3.934433 -0.191358 0.6 1.3 -0.7 0.210
```
Forces are in eV/Å.

Values from the calculation:
- Orbital gap (spin up / spin down): 6.03 / 6.03 eV
- HOMO energy (spin up / spin down): -7.440 / -7.441 eV
- ΔE to the lowest compared entry with this formula, charge and spin: 1.590 eV
- Lowest unoccupied orbital energy (spin up / spin down): -1.414 / -1.413 eV
- Charge: 0

2.
Computed, not measured: a 2-piece molecular cluster, C2H8S2 overall at a distorted geometry, with the ωB97M-V functional and the def2-TZVPD basis.

The geometry in XYZ format:
```
12
Properties=species:S:1:pos:R:3:forces:R:3:mulliken_charge:R:1
C -1.508443 -0.409466 -1.012452 0.4 0.3 2.6 -0.778
S -0.396370 -1.347722 -2.058283 0.0 0.0 -0.5 -0.053
S 0.922069 -1.966449 -0.552138 0.4 -0.2 0.0 -0.189
H -1.766965 -0.995478 -0.102308 -0.1 -0.1 -0.8 0.318
H -1.046174 0.477776 -0.531725 0.1 -0.3 -0.8 0.200
H -2.426093 -0.064042 -1.461959 -0.1 -0.3 -0.7 0.338
H 1.561017 -2.981352 -1.214795 -0.6 0.5 0.1 0.143
C 1.003865 1.448939 1.364847 -2.2 0.5 0.5 -0.967
H 1.083005 1.486417 0.275871 0.4 -0.1 0.3 0.221
H 1.078521 0.455773 1.791742 0.7 -0.2 -0.2 0.224
H 1.565696 2.211976 1.902009 0.3 -0.3 -0.3 0.283
H -0.070126 1.683628 1.599190 0.7 0.1 -0.3 0.259
```
Forces are in eV/Å.

Values from the calculation:
- Orbital gap: 8.71 eV
- HOMO energy: -8.246 eV
- ΔE to the lowest compared entry with this formula, charge and spin: 0.513 eV
- SMILES: CSS.C
- Lowest unoccupied orbital energy: 0.463 eV
- Charge: 0

3.
Computed, not measured: a 2-piece molecular cluster, C2H8S3 overall at a distorted geometry, with the ωB97M-V functional and the def2-TZVPD basis.

The geometry in XYZ format:
```
13
Properties=species:S:1:pos:R:3:forces:R:3:mulliken_charge:R:1
S 1.698984 -1.927968 -0.807641 0.4 -1.9 0.7 -0.549
S 1.265874 0.228224 -1.624562 -0.4 1.9 -0.5 -0.519
H 3.007560 -1.863386 -1.085229 -0.1 0.0 0.0 0.051
H 1.251663 0.763015 -0.391155 0.0 0.0 -0.2 0.037
C -1.015705 -0.748799 1.427819 0.0 -0.7 0.3 -0.985
C -2.049562 0.320248 1.618950 -0.7 1.0 0.7 -0.356
S -1.596583 1.938607 0.905059 0.1 0.4 -0.1 -0.218
H -1.417198 -1.614964 1.966088 0.2 -0.2 -0.2 0.326
H -0.799660 -1.052972 0.404516 -0.1 0.3 0.0 0.171
H -0.075943 -0.500925 1.921649 0.0 0.2 -0.2 0.350
H -2.175718 0.495116 2.692304 0.1 0.0 0.0 0.291
H -3.052446 0.074200 1.272161 0.2 -0.3 -0.3 0.332
H -2.395467 2.738470 1.666558 0.2 -0.5 -0.2 0.068
```
Forces are in eV/Å.

Values from the calculation:
- Orbital gap (spin up / spin down): 3.75 / 6.60 eV
- HOMO energy (spin up / spin down): -0.789 / -3.659 eV
- ΔE to the lowest compared entry with this formula, charge and spin: 0.000 eV
- Multiplicity: 2
- Lowest unoccupied orbital energy (spin up / spin down): 2.958 / 2.940 eV
- Charge: -1
- Expectation value of S²: 0.75

4.
Computed, not measured: a 2-piece molecular cluster, C2H8S3 overall at a distorted geometry, with the ωB97M-V functional and the def2-TZVPD basis.

The geometry in XYZ format:
```
13
Properties=species:S:1:pos:R:3:forces:R:3:mulliken_charge:R:1
S 0.110180 -0.942875 -3.297828 1.0 -1.8 1.6 -0.536
S -0.604021 0.877003 -4.179775 -2.8 2.0 -1.0 -0.522
H 0.248771 -0.497895 -2.012293 -0.1 -0.3 -0.7 -0.034
H -2.074187 0.831054 -4.170762 1.9 0.1 0.0 0.062
C 1.055729 0.492190 1.991866 0.1 -0.5 0.1 -0.955
C -0.169947 0.172349 1.152117 0.2 -1.2 -1.9 -0.488
S -0.051057 -1.571471 0.525253 -2.5 -1.0 2.1 -0.161
H 0.881959 0.164256 3.004850 0.2 -0.7 0.3 0.278
H 2.062201 0.157298 1.638885 -1.2 -0.3 0.0 0.317
H 1.179284 1.518055 2.133990 0.0 2.1 -0.1 0.334
H -0.291997 0.692683 0.176867 0.4 0.3 1.0 0.263
H -1.153011 0.134896 1.627868 0.5 0.7 0.3 0.345
H -1.193905 -2.027541 1.408963 2.3 0.5 -1.7 0.097
```
Forces are in eV/Å.

Values from the calculation:
- Orbital gap (spin up / spin down): 2.80 / 7.10 eV
- HOMO energy (spin up / spin down): 0.112 / -4.302 eV
- ΔE to the lowest compared entry with this formula, charge and spin: 1.428 eV
- Multiplicity: 2
- Lowest unoccupied orbital energy (spin up / spin down): 2.912 / 2.803 eV
- Charge: -1
- Expectation value of S²: 0.75

5.
Computed, not measured: a 2-piece molecular cluster, C2H8S3 overall, with the ωB97M-V functional and the def2-TZVPD basis.

The geometry in XYZ format:
```
13
Properties=species:S:1:pos:R:3:forces:R:3:mulliken_charge:R:1
C 1.140447 1.577629 -0.617874 0.3 -0.1 0.2 -0.969
C 0.874922 0.117786 -0.963971 -0.8 0.2 -0.2 0.034
S -0.278179 -0.068947 -2.382286 0.2 0.0 -0.3 -0.210
H 1.935600 1.996595 -1.224661 0.0 0.1 -0.3 0.329
H 0.236438 2.162983 -0.753083 0.0 0.1 0.0 0.300
H 1.463183 1.696305 0.418193 0.0 -0.1 0.1 0.300
H 0.381216 -0.370841 -0.130727 0.2 -0.3 0.1 -0.170
H 1.748169 -0.451125 -1.267072 0.2 0.1 0.3 0.309
H -1.419568 -0.258476 -1.716525 0.0 0.0 0.2 0.104
S -1.204843 -0.505994 2.205645 0.4 0.2 -0.1 -0.183
S -1.843572 -2.183853 1.240950 -0.2 -0.3 -0.1 -0.194
H -1.932040 -0.602916 3.315139 -0.3 0.0 0.2 0.174
H -1.101773 -3.109146 1.876273 0.1 0.1 -0.1 0.176
```
Forces are in eV/Å.

Values from the calculation:
- Orbital gap: 9.18 eV
- HOMO energy: -8.889 eV
- ΔE to the lowest compared entry with this formula, charge and spin: 0.222 eV
- SMILES: CCS.SS
- Lowest unoccupied orbital energy: 0.292 eV
- Charge: 0

6.
Computed, not measured: a 2-piece molecular cluster, C2H8S3 overall at a distorted geometry, with the ωB97M-V functional and the def2-TZVPD basis.

The geometry in XYZ format:
```
13
Properties=species:S:1:pos:R:3:forces:R:3:mulliken_charge:R:1
C 1.151173 1.241352 0.752838 2.7 -2.2 0.5 -0.665
S 1.174620 0.521263 -0.982376 -0.2 0.4 1.8 -0.098
C 1.267984 -1.107139 -0.304369 2.9 -2.5 -0.8 -0.935
H 0.894530 0.393932 1.461187 -0.1 1.3 -1.0 0.187
H 2.183873 1.575723 1.138103 -1.6 0.0 -1.0 0.270
H 0.407466 1.953001 0.688206 -1.2 1.8 0.6 0.314
H 2.390047 -1.403513 -0.118709 -2.0 0.5 -0.4 0.292
H 0.869915 -1.847360 -1.001160 0.2 0.1 -0.2 0.351
H 0.781927 -1.331988 0.622744 -0.6 0.5 0.5 0.351
S -4.035155 0.572660 -0.315515 1.7 -0.1 0.6 -0.161
S -2.640406 -0.647080 -1.237464 2.0 -0.9 -1.8 -0.252
H -3.192183 0.188225 0.680390 -1.3 0.9 0.7 0.190
H -1.253791 -0.109078 -1.383876 -2.4 0.2 0.6 0.157
```
Forces are in eV/Å.

Values from the calculation:
- Orbital gap: 8.94 eV
- HOMO energy: -8.725 eV
- ΔE to the lowest compared entry with this formula, charge and spin: 1.793 eV
- SMILES: CSC.SS
- Lowest unoccupied orbital energy: 0.213 eV
- Charge: 0